1.
Formula: C5H13N3O
Source: the Open Molecules 2025 dataset
Level of theory: ωB97M-V/def2-TZVPD

```
22
Properties=species:S:1:pos:R:3:mulliken_charge:R:1
C 1.7993 0.5181 -0.3843 0.449
C 2.4998 -0.6325 -1.0220 -1.085
C 1.8368 0.7928 0.9074 -1.189
N -0.8248 -1.3325 -0.8644 -0.510
H 1.1992 1.1249 -1.0510 0.324
H -1.2311 -2.2235 -1.1167 0.231
H -0.7507 -0.7675 -1.7066 0.250
H 3.1964 -1.0973 -0.3324 0.324
H 3.0371 -0.3095 -1.9079 0.314
H 1.7642 -1.3709 -1.3256 0.211
H 1.3132 1.6358 1.3289 0.347
H 2.4276 0.2076 1.5954 0.304
H -0.1136 -0.3414 1.3997 0.153
C -1.7893 0.8487 -0.3368 0.265
N -2.0745 1.6794 0.6780 -0.343
C -1.6422 -0.6169 0.1065 0.090
N -1.0825 -0.6544 1.4489 -0.714
O -1.6951 1.1855 -1.4977 -0.651
H -2.0089 1.3165 1.6148 0.264
H -2.1352 2.6721 0.5131 0.252
H -1.0630 -1.6131 1.7812 0.271
H -2.6629 -1.0218 0.1715 0.444
```

Output
DFT total energy   -437.82294 Eh
SMILES   NC(=O)C(N)N.C=CC
HOMO   -9.371 eV
F_max   0.532 eV/Å
Kohn-Sham gap   10.356 eV

2.
Formula: C9H15O7RhSe2
Source: the Open Molecules 2025 dataset
Level of theory: ωB97M-V/def2-TZVPD

```
34
Properties=species:S:1:pos:R:3:mulliken_charge:R:1
Rh -0.8009 0.4068 -0.0959 0.515
O -3.5771 2.3967 2.1881 -0.461
C -2.3875 2.0529 1.7354 0.683
O -1.9163 0.9406 1.8629 -0.553
C -1.6177 3.2085 1.1148 -0.393
O -0.7871 2.7752 0.0458 -0.546
C -1.4063 3.0080 -1.2442 -0.431
C -2.6459 2.1220 -1.4025 0.798
O -3.6798 2.5867 -1.8316 -0.665
O -2.4795 0.8887 -1.0212 -0.592
H -3.9995 1.6079 2.5669 0.396
H -0.9670 3.6056 1.8968 0.408
H -2.3027 3.9911 0.7894 0.356
H -0.6516 2.7402 -1.9819 0.206
H -1.6732 4.0588 -1.3469 0.344
O 0.9345 -0.1065 1.0603 -0.393
C 2.0441 -0.8780 0.5518 -1.129
C 1.5751 -2.0109 -0.3477 1.903
C 2.7341 -3.0286 -0.4413 -1.367
O 2.9698 -3.7864 0.7316 -0.514
C 1.3119 -1.5507 -1.7914 -1.387
Se 0.5827 0.2443 -2.0177 -0.158
C 0.3582 -2.7232 0.2562 -1.303
Se -1.3839 -1.8864 -0.0569 -0.056
H 1.2780 0.7136 1.4321 0.347
H 2.5556 -1.2834 1.4291 0.392
H 2.7237 -0.2225 0.0027 0.428
H 3.6472 -2.5143 -0.7673 0.445
H 2.4729 -3.7543 -1.2124 0.468
H 3.4218 -3.2448 1.3842 0.340
H 0.6402 -2.2580 -2.2749 0.451
H 2.2489 -1.5324 -2.3544 0.537
H 0.4937 -2.8509 1.3285 0.378
H 0.2838 -3.7163 -0.1883 0.550
```

Output
DFT total energy   -5792.04083 Eh
HOMO   -7.585 eV
F_max   0.988 eV/Å
Kohn-Sham gap   7.223 eV

3.
Formula: C31H33F2N8O2PbSSe2Te2
Source: the Open Molecules 2025 dataset
Level of theory: ωB97M-V/def2-TZVPD

```
82
Properties=species:S:1:pos:R:3:mulliken_charge:R:1
Pb 0.3690 0.9846 0.5660 1.328
C -0.5689 -0.9205 -4.1765 -0.509
C -0.4557 -1.1470 -2.8127 -0.188
N 0.5857 -0.7077 -2.1228 -0.156
C 1.5184 -0.0179 -2.7778 0.573
C 1.3480 0.2823 -4.1316 -0.377
N 0.3131 -0.1716 -4.8218 -0.623
C 2.7562 0.3343 -2.0405 -0.450
C 3.9617 0.3439 -2.7349 -0.568
C 5.1497 0.5135 -2.0400 0.530
C 5.0900 0.6361 -0.6589 -0.656
C 3.8506 0.6804 -0.0308 0.652
N 2.7104 0.5493 -0.7150 0.098
C 3.7561 0.7869 1.4490 -0.708
C 4.8868 1.0153 2.2419 -0.015
N 4.8630 0.9099 3.5603 -0.592
C 3.7061 0.6089 4.1302 -0.564
C 2.5496 0.5064 3.3725 0.114
N 2.5723 0.5945 2.0491 0.140
C 6.4482 0.5527 -2.7426 0.488
C 6.6880 -0.2087 -3.8831 -0.527
C 7.9128 -0.0878 -4.5220 -0.408
N 8.8846 0.7106 -4.0987 -0.595
C 8.6594 1.4301 -3.0062 -0.400
C 7.4687 1.3902 -2.2973 -0.582
H -1.3767 -1.3345 -4.7675 0.439
H -1.2064 -1.7144 -2.2783 0.420
H 2.0439 0.9176 -4.6674 0.495
H 3.9831 0.1963 -3.8051 0.538
H 6.0061 0.6712 -0.0894 0.682
H 5.8451 1.2861 1.8185 0.420
H 3.7143 0.4503 5.2006 0.432
H 1.5924 0.3259 3.8431 0.161
H 5.9455 -0.8976 -4.2630 0.468
H 8.1230 -0.6501 -5.4244 0.374
H 9.4686 2.0783 -2.6909 0.373
H 7.3264 2.0271 -1.4349 0.498
Se 2.8185 4.0305 1.5211 -0.132
Te 1.7066 6.0844 1.0669 0.170
Te 0.6854 5.7842 -1.3648 0.166
Se 1.1938 3.5445 -2.0190 -0.069
F -2.2491 2.5398 1.6225 -0.280
C -0.8992 2.9249 1.6234 -0.220
F -0.9290 4.1683 0.9694 -0.213
H -0.6719 3.1814 2.6702 0.252
C -4.7879 -4.5008 3.6440 -1.027
C -4.0263 -4.0717 2.3945 -0.638
N -4.7729 -3.1458 1.5539 0.258
C -5.9133 -3.6637 0.7926 -0.722
C -7.2368 -3.1307 1.3312 -1.075
C -4.4175 -1.8650 1.3250 0.087
O -4.9345 -1.1605 0.4672 -0.623
C -3.3280 -1.2644 2.1734 -0.275
C -3.4632 -1.0172 3.5333 0.114
C -2.4654 -0.3090 4.1859 -1.421
C -1.3657 0.1113 3.4604 -0.122
N -1.2303 -0.1265 2.1566 -0.006
C -2.2034 -0.7766 1.5263 -0.192
H -4.1803 -5.1933 4.2254 0.404
H -5.7180 -5.0010 3.3774 0.309
H -5.0246 -3.6449 4.2757 0.209
H -3.7947 -4.9566 1.7950 0.426
H -3.0822 -3.6085 2.6752 0.348
H -5.8750 -4.7517 0.8366 0.421
H -5.7927 -3.3442 -0.2437 0.351
H -7.3689 -3.4029 2.3780 0.291
H -8.0649 -3.5368 0.7520 0.393
H -7.2546 -2.0461 1.2438 0.293
H -4.3454 -1.3437 4.0676 0.606
H -2.5497 -0.0649 5.2351 0.417
H -0.5770 0.6860 3.9301 0.514
H -2.0964 -0.8912 0.4537 0.699
C -4.1297 1.7668 -0.9005 -0.980
S -2.4956 2.4590 -1.2318 0.481
C -2.6718 2.5807 -3.0324 -0.970
O -1.5501 1.2887 -1.0617 -0.560
H -4.8825 2.4524 -1.2861 0.553
H -4.2347 1.6700 0.1770 0.179
H -4.2217 0.7856 -1.3602 0.271
H -3.4149 3.3445 -3.2563 0.427
H -2.9693 1.6190 -3.4445 0.309
H -1.7038 2.8710 -3.4365 0.272
```

Output
DFT total energy   -7919.07973 Eh
Net charge   +1
HOMO   -9.801 eV
F_max   1.318 eV/Å
Kohn-Sham gap   4.730 eV

4.
Formula: C30H52Cl2FeN3P
Source: the Open Molecules 2025 dataset
Level of theory: ωB97M-V/def2-TZVPD

```
89
Properties=species:S:1:pos:R:3:mulliken_charge:R:1
P 0.1789 -0.7054 -1.7283 0.583
C 1.7428 -0.0827 -2.6300 0.066
C 1.9842 -0.4435 -4.1052 -0.129
C 3.3837 -0.0085 -4.5517 -1.038
C 3.6725 1.4718 -4.2673 -0.645
C 3.3007 1.9012 -2.8425 -0.894
C 1.8997 1.4298 -2.4307 -0.037
C -1.2423 0.1773 -2.6266 0.481
C -1.1435 0.3489 -4.1441 -0.492
C -2.4516 0.9073 -4.7126 -1.006
C -2.8786 2.2090 -4.0237 -0.684
C -2.8330 2.1365 -2.4903 -0.950
C -1.5335 1.5248 -1.9494 -0.637
C 0.0170 -2.3701 -2.5669 -0.060
C 1.2211 -3.2565 -2.1960 -0.744
C 1.1196 -4.6668 -2.7911 -0.832
C -0.2168 -5.3538 -2.4988 -0.734
C -1.4196 -4.4686 -2.8311 -0.832
C -1.3244 -3.0532 -2.2417 -0.723
H 2.5219 -0.5910 -2.0288 0.595
H 1.2465 0.0643 -4.7373 0.020
H 1.8650 -1.5191 -4.2881 0.146
H 3.5022 -0.2111 -5.6236 0.383
H 4.1250 -0.6265 -4.0294 0.401
H 4.7357 1.6746 -4.4410 0.385
H 3.1106 2.0889 -4.9811 0.301
H 4.0271 1.4831 -2.1339 0.366
H 3.3538 2.9921 -2.7505 0.391
H 1.7123 1.6922 -1.3800 -0.512
H 1.1532 1.9552 -3.0461 0.208
H -2.0973 -0.4900 -2.4194 0.411
H -3.2400 0.1536 -4.5939 0.373
H -0.9020 -0.5968 -4.6508 0.211
H -0.3382 1.0598 -4.3755 0.164
H -2.3357 1.0768 -5.7901 0.398
H -3.8928 2.4770 -4.3439 0.395
H -2.2168 3.0189 -4.3590 0.275
H -2.9639 3.1380 -2.0649 0.418
H -3.6739 1.5270 -2.1344 0.374
H -1.6052 1.3763 -0.8621 -0.040
H -0.6993 2.2184 -2.1304 0.193
H 0.0360 -2.1728 -3.6533 0.087
H 2.1644 -2.7952 -2.5244 0.261
H 1.2782 -3.3308 -1.1007 0.354
H 1.2642 -4.6051 -3.8768 0.326
H 1.9434 -5.2745 -2.4025 0.386
H -0.2553 -5.6234 -1.4367 0.340
H -0.2812 -6.2895 -3.0638 0.362
H -2.3403 -4.9393 -2.4714 0.405
H -1.5176 -4.3878 -3.9206 0.347
H -2.1646 -2.4592 -2.6289 0.193
H -1.4493 -3.0968 -1.1503 0.319
Fe 0.0181 0.0073 2.3547 -0.643
Cl -1.8249 -0.5125 1.3360 -0.630
Cl 1.9656 0.1805 1.4130 -0.592
C -0.3020 1.6799 3.2294 -0.592
H -0.3824 1.6083 4.3371 0.240
C -0.3982 3.0172 2.7520 0.974
C -1.0816 4.0382 3.5046 -0.427
C -1.2304 5.3186 2.9817 -0.520
C -0.6928 5.6471 1.7251 -0.421
C 0.0188 4.6782 0.9863 -0.526
C 0.1716 3.3903 1.4925 0.140
H -1.4854 3.7801 4.4839 0.295
H -1.7729 6.0730 3.5549 0.325
H 0.4494 4.9417 0.0185 0.358
H 0.7607 2.6441 0.9485 0.028
H -0.8209 6.6477 1.3245 0.344
C 2.2443 -1.7833 5.9175 -1.216
N 0.8668 -1.4222 6.2359 0.145
C 0.3346 -1.9676 7.4794 -1.077
C 0.0487 -0.8898 5.2967 0.781
N 0.4243 -0.9053 4.0099 -0.240
N -1.1447 -0.3607 5.6689 0.257
C -1.3334 0.3536 6.9325 -1.321
C -2.2810 -0.3001 4.7573 -1.095
H 2.7304 -2.0499 6.8566 0.373
H 2.7850 -0.9306 5.4810 0.409
H 2.3140 -2.6487 5.2405 0.360
H 0.1659 -1.1808 8.2199 0.263
H -0.5945 -2.5316 7.3182 0.323
H 1.0911 -2.6473 7.8826 0.420
H 1.3420 -1.3532 3.9082 0.114
H -1.7800 1.3369 6.7377 0.387
H -2.0329 -0.2025 7.5708 0.320
H -0.3844 0.5101 7.4536 0.485
H -2.1971 0.5469 4.0687 0.329
H -2.3562 -1.2242 4.1763 0.336
H -3.1784 -0.1741 5.3670 0.368
```

Output
DFT total energy   -3864.10499 Eh
⟨S²⟩   8.7970
Net charge   -1
HOMO (alpha / beta)   -2.381 / -3.236 eV
F_max   3.586 eV/Å
Kohn-Sham gap (alpha / beta)   4.676 / 5.527 eV
Multiplicity   6